Density functional theory data (the ωB97M-V functional and the def2-TZVPD basis) for 6 unconnected molecules or ions with the total composition C41H48F5N2O20P3 in a non-equilibrium geometry.

```
119
Properties=species:S:1:pos:R:3:forces:R:3
P -7.319 2.688 -0.237 -1.220 -0.106 1.409
P -4.784 -0.394 4.069 0.603 -0.088 2.194
P -4.669 2.467 -2.094 -1.209 0.277 -0.173
F -0.506 5.365 2.773 -0.166 0.007 -0.005
F 3.922 -5.583 -0.174 0.124 0.073 -0.076
F 2.967 -1.922 4.764 0.068 0.208 -0.147
F 5.956 -3.053 -9.793 0.012 0.028 -0.140
F 5.873 2.472 -6.016 0.102 -0.051 -0.073
O -3.589 3.770 -2.134 -0.149 -1.315 -0.351
O 3.475 -1.490 6.918 0.350 -0.493 0.071
O 3.080 1.859 -4.117 0.383 -0.403 -0.098
O 3.618 -0.152 -3.249 0.171 0.233 -0.236
O 5.486 -0.457 -7.599 -0.428 -0.083 -0.545
O 4.972 0.825 -4.769 -0.699 0.099 0.024
O 3.437 0.242 -8.244 0.320 -0.268 0.017
O -3.684 -1.683 4.139 -1.967 0.924 -1.707
O 4.447 -5.172 1.976 0.434 -0.540 0.256
O 4.487 -1.397 -9.385 0.362 0.552 0.265
O 0.196 6.962 1.349 0.185 -0.361 -0.519
O -1.749 1.734 -1.378 -0.191 -0.462 0.001
O -1.651 -0.129 3.087 -0.618 0.290 -0.193
O 1.574 8.044 -0.077 -0.067 -0.235 0.195
O 4.651 -5.541 4.192 -0.072 -0.075 -0.284
O -6.272 -1.208 4.267 1.159 0.849 -0.534
O 1.904 5.861 0.376 -0.447 0.391 0.125
O 3.663 -1.850 9.141 -0.079 -0.065 -0.308
O 3.417 -3.591 7.731 0.077 0.631 -0.108
O 4.386 -7.274 2.776 0.123 0.558 -0.033
N 2.353 1.689 2.279 -0.607 -0.249 0.057
N 0.848 -4.748 1.989 -1.084 2.013 -0.784
C 0.349 -2.298 2.320 -1.163 -1.925 -1.999
C 0.999 -0.888 -1.417 0.365 0.209 -0.419
C -0.821 -3.580 0.505 1.318 0.976 1.808
C -7.953 1.844 -1.787 0.555 -0.046 -0.500
C -0.050 5.578 1.514 -0.118 0.109 0.551
C 2.682 0.592 -0.016 -0.239 -0.009 0.492
C -0.565 -1.041 -1.579 0.670 0.114 0.490
C 5.857 -1.751 -9.437 -0.120 -0.617 -0.176
C 6.312 -1.539 -8.023 0.688 0.011 0.499
C 1.021 -3.549 2.608 -0.160 1.275 0.460
C 4.705 1.850 -5.710 0.559 0.181 -0.202
C -2.142 0.877 -0.631 -0.354 -1.222 1.954
C 4.506 -5.958 3.087 -0.168 0.134 0.608
C 4.380 -0.471 -8.393 -0.585 0.272 0.170
C 2.199 0.437 1.481 1.131 -0.365 0.103
C 1.306 4.969 1.317 0.309 -0.753 -0.166
C -0.629 -2.310 1.214 1.145 -0.925 1.120
C -0.039 -4.715 0.963 -0.956 0.502 -0.822
C 3.529 -2.271 8.039 -0.085 0.073 0.880
C -4.113 1.107 -3.292 0.804 0.399 0.103
C 3.138 -3.668 6.334 -0.018 -0.962 -0.158
C -1.346 -0.449 -0.362 -0.236 -0.157 -0.505
C 4.094 -7.345 1.382 -0.104 -0.787 -0.181
C 1.258 7.052 0.495 0.433 0.613 -0.343
C -6.167 3.092 4.111 -0.298 0.289 -0.357
C 3.867 0.758 -3.974 -0.122 -0.440 0.526
C -4.723 0.410 2.387 -0.244 0.073 -3.183
C -7.171 2.704 3.293 0.535 -0.115 0.382
C -2.160 -0.239 2.001 0.513 -0.479 -1.040
C -7.241 1.294 2.573 -0.135 1.368 0.360
C -3.502 0.391 1.550 -1.004 0.600 -0.829
C 3.786 2.767 -4.961 -0.408 0.633 -0.023
C -1.370 -1.008 0.882 -0.510 0.068 -0.955
C -5.839 1.744 0.480 2.195 -0.361 -1.047
C 4.641 -6.042 0.877 -0.464 0.366 -0.388
C 3.682 -2.367 5.828 -0.317 0.251 -0.182
C -3.469 0.991 0.203 -0.792 0.164 0.656
C -4.628 1.678 -0.374 1.021 -1.224 2.801
C -5.898 1.117 1.820 0.676 -0.223 -1.292
C -6.847 4.478 -0.559 0.556 -0.097 -1.102
C 1.483 0.563 -1.052 1.120 0.483 0.222
H 0.536 -1.345 2.852 -0.059 -1.147 -0.209
H 1.134 0.111 1.540 0.865 0.271 -0.185
H 3.266 1.707 2.734 -0.268 -0.013 -0.267
H 2.868 -0.337 1.965 -1.025 0.333 -0.499
H -1.523 -3.646 -0.361 0.710 -0.131 1.004
H -9.061 2.004 -1.840 1.031 -0.104 0.082
H -0.835 -0.528 -2.544 -0.084 -0.460 1.089
H -7.485 0.496 3.309 0.566 0.586 -0.547
H -4.573 0.141 -2.951 0.379 0.910 -0.426
H -0.802 5.250 0.791 -0.091 -0.002 0.151
H 1.460 -1.130 -2.417 -0.459 0.115 1.009
H -6.574 -0.864 5.129 0.064 -0.344 -0.500
H 1.256 3.956 0.921 0.178 0.102 -0.081
H -7.443 2.226 -2.715 -0.566 -0.448 0.838
H -3.080 3.727 -2.964 0.045 0.031 0.542
H -7.760 0.738 -1.689 -0.185 1.070 -0.081
H 7.367 -1.277 -7.958 -0.132 0.203 0.075
H 1.671 1.655 3.043 0.346 0.116 -0.276
H 4.744 -2.390 5.572 -0.086 0.068 -0.157
H -0.191 -5.675 0.406 0.216 0.888 0.648
H 1.868 1.073 -1.973 -0.627 -0.507 0.721
H -3.001 1.014 -3.369 -0.858 -0.154 0.185
H 1.762 -3.526 3.447 -0.707 -0.166 -0.887
H -6.266 4.054 4.669 0.250 -0.834 -0.700
H -3.918 -2.281 3.398 0.426 -0.091 0.518
H 0.695 1.234 -0.626 0.346 -0.728 -0.383
H -4.476 1.405 -4.313 0.081 -0.387 1.037
H -7.617 5.141 -0.102 0.768 -0.567 -0.089
H -6.845 4.682 -1.665 0.055 -0.244 0.933
H -5.198 2.551 4.230 -1.090 0.228 0.089
H 2.059 -3.759 6.184 0.027 0.264 -0.081
H 4.577 -8.207 0.923 0.081 0.005 0.245
H 3.628 -4.528 5.881 0.050 0.057 0.239
H -0.773 -2.142 -1.652 -0.004 1.193 -0.132
H -7.969 3.463 3.090 0.435 -1.124 0.280
H 6.369 -1.128 -10.174 -0.024 -0.146 -0.073
H 4.324 3.492 -4.346 0.157 -0.118 -0.082
H 5.701 -6.070 0.613 -0.068 0.101 -0.116
H 3.104 3.304 -5.619 -0.136 -0.174 0.123
H 4.275 1.414 -6.611 0.112 0.128 0.059
H 3.434 -0.216 -0.209 -0.737 0.607 -0.183
H -5.804 4.695 -0.202 -1.071 -0.087 -0.117
H 1.433 -1.650 -0.710 -0.669 0.767 -0.406
H 6.126 -2.408 -7.387 -0.091 -0.067 -0.209
H 1.899 4.957 2.234 -0.206 0.049 0.065
H 3.014 -7.429 1.241 0.042 0.256 -0.070
H 3.250 1.564 -0.061 -0.656 -0.825 -0.133
H -8.129 1.370 1.889 1.202 -0.269 0.343
```
Forces are in eV/Å.

Output
* lowest unoccupied orbital energy: -1.1 eV
* Kohn-Sham gap: 6.59 eV
* E: -128676.077 eV
* E_HOMO: -7.7 eV
* spin multiplicity: 1
* SMILES: C=CCc1c(P(C)C)c(P(C)O)c2c(c1P(O)O)C(=O)C(c1ccncc1)=C(CCCCCN)C2=O.O=C1OC[C@@H](F)O1.O=C1OC[C@@H](F)O1.O=C1OC[C@@H](F)O1.O=C1OC[C@@H](F)O1.O=C1OC[C@@H](F)O1

---

Density functional theory data (the ωB97M-V functional and the def2-TZVPD basis) for a molecular structure, C41H48F5O4Zn in a non-equilibrium geometry.

```
99
Properties=species:S:1:pos:R:3:forces:R:3
Zn -6.245 23.927 -21.855 -1.522 -0.219 4.159
F -13.458 22.235 -13.792 0.308 0.508 0.213
F -4.025 21.405 -17.083 0.048 0.026 0.286
F -9.518 29.532 -17.424 -0.046 0.789 0.142
F -7.539 19.065 -14.058 -0.854 -0.053 -0.671
F -10.735 16.289 -16.200 0.466 -0.621 -0.331
O -7.811 25.322 -21.481 -1.444 -0.247 -1.001
O -6.749 22.895 -20.096 0.766 1.474 -1.362
O -5.176 25.396 -20.880 -0.946 -0.783 -0.983
O -12.056 20.480 -22.017 0.736 0.982 2.562
C -7.401 26.130 -16.444 -0.216 1.458 -0.670
C -0.777 22.992 -17.556 -0.448 -0.917 0.841
C -6.242 19.299 -13.954 1.928 0.198 1.745
C -7.104 21.942 -19.117 -0.720 0.139 0.163
C -11.774 20.643 -20.812 -1.528 -1.959 -2.995
C -11.122 20.463 -15.817 1.253 0.693 0.037
C -2.959 21.982 -17.658 0.706 0.171 0.086
C -4.193 25.659 -20.208 1.121 -0.686 0.580
C -4.389 19.600 -12.397 -0.348 0.234 -1.108
C -8.912 27.380 -17.862 -0.005 -1.309 -0.345
C -4.280 25.674 -18.696 -0.743 0.215 -0.705
C -7.251 27.311 -15.654 -0.339 -0.534 -0.984
C -7.932 28.501 -15.962 -0.011 -0.948 -0.254
C -9.039 17.737 -16.907 -0.178 -0.275 1.114
C -0.828 23.194 -18.913 -0.510 0.004 -1.408
C -7.895 17.439 -18.989 0.399 0.157 -0.456
C -8.770 28.486 -17.084 0.589 -0.128 1.071
C -12.272 21.904 -14.331 0.492 -0.831 -0.891
C -5.734 19.454 -12.663 -0.564 -0.528 0.650
C -1.833 22.342 -16.908 -0.924 0.294 -0.554
C -9.511 15.828 -18.286 -1.231 0.080 2.048
C -3.040 22.211 -19.019 0.340 -0.015 -0.249
C -5.367 19.332 -15.012 -0.873 -0.093 -0.328
C -3.532 19.654 -13.492 0.761 -0.026 -0.101
C -2.885 25.966 -20.886 0.016 -0.139 0.576
C -9.932 21.134 -15.458 0.464 -0.338 0.142
C -9.732 16.548 -17.059 0.495 0.905 -2.370
C -8.608 16.272 -19.230 0.274 0.115 0.120
C -12.314 20.856 -15.272 -0.019 1.017 0.936
C -12.594 21.567 -19.926 0.582 0.532 -0.344
C -8.121 18.141 -17.846 0.105 0.488 0.521
C -6.922 22.450 -17.671 1.059 0.676 0.382
C -10.765 19.759 -20.130 -0.156 0.212 0.790
C -9.505 26.947 -21.640 -0.242 0.115 -0.690
C -9.044 25.569 -21.392 2.175 -1.145 0.986
C -11.076 22.552 -13.967 -2.117 0.167 0.407
C -8.240 26.182 -17.571 0.131 0.950 0.702
C -10.059 24.496 -20.944 1.080 0.355 -0.073
C -9.871 22.149 -14.494 -0.883 -0.880 -0.858
C -4.002 19.516 -14.792 -0.845 0.100 0.145
C -1.948 22.776 -19.663 -0.041 0.902 1.133
H -6.783 25.255 -16.309 -0.104 -0.075 0.473
H -6.571 27.307 -14.815 -0.015 -0.046 0.097
H -2.066 25.753 -20.200 0.035 0.331 -0.049
H -13.242 20.394 -15.574 -0.129 0.024 0.261
H -5.946 22.928 -17.580 0.295 -0.140 -0.072
H -9.854 20.340 -19.990 0.108 -0.028 0.442
H -11.123 19.636 -16.512 0.248 0.026 -0.152
H -9.134 18.357 -16.028 -0.343 -0.159 0.216
H -3.408 19.584 -15.691 0.468 -0.115 0.341
H -9.619 27.463 -18.674 0.011 -0.138 -0.114
H -2.055 23.102 -20.687 0.260 -0.375 -0.249
H -11.251 19.538 -19.179 0.562 0.073 0.450
H -1.829 22.246 -15.833 -0.033 -0.293 0.028
H -13.657 21.551 -20.170 0.105 -0.375 -0.020
H -6.573 20.995 -19.223 0.263 -0.056 -0.054
H -4.067 19.698 -11.371 0.223 -0.053 -0.076
H -10.121 26.769 -22.521 -1.074 0.338 0.200
H -12.281 22.579 -20.181 0.061 0.244 0.113
H -7.147 17.873 -19.635 -0.027 -0.451 -0.528
H -8.166 21.712 -19.199 -0.264 -0.250 -0.332
H -12.410 21.421 -18.862 -0.104 -0.059 -0.091
H -2.706 25.407 -21.804 -0.396 -0.007 0.000
H -7.582 23.193 -17.223 -0.700 0.165 -0.912
H -2.926 27.026 -21.138 0.244 0.153 0.033
H -9.543 23.685 -20.429 0.329 0.148 0.028
H -3.945 21.971 -19.556 -0.142 -0.124 0.031
H -6.937 21.690 -16.890 0.121 -0.624 -0.415
H -0.066 23.704 -19.485 0.379 0.008 0.323
H -5.822 19.186 -15.980 0.373 0.026 -0.381
H -8.391 25.335 -18.223 0.152 -0.211 0.053
H -4.393 26.723 -18.423 0.523 0.232 0.269
H -7.818 29.363 -15.322 -0.095 0.127 -0.138
H -7.577 19.051 -17.641 0.115 0.159 -0.100
H -5.222 25.241 -18.360 0.072 -0.310 -0.262
H -2.472 19.774 -13.320 0.139 0.043 -0.051
H -3.432 25.183 -18.219 0.091 0.287 -0.095
H -8.437 15.723 -20.144 -0.147 -0.154 0.005
H -10.126 14.951 -18.423 0.095 -0.180 -0.248
H -11.191 23.396 -13.304 0.228 -0.035 0.300
H -8.987 20.853 -15.898 0.010 -0.350 -0.162
H -8.954 22.591 -14.134 0.124 0.016 -0.310
H -8.811 27.691 -22.031 0.651 -0.451 0.555
H -10.790 24.916 -20.253 -0.141 0.121 -0.307
H -10.024 27.338 -20.765 -0.465 -0.049 -0.424
H 0.050 23.221 -16.900 0.299 0.414 -0.418
H -10.485 18.782 -20.524 -0.309 0.372 -0.819
H -6.382 19.322 -11.809 -0.405 0.181 -0.081
H -10.539 24.015 -21.796 -0.240 0.341 -0.166
```
Forces are in eV/Å.

Output
* lowest unoccupied orbital energy: -5.6 eV
* Kohn-Sham gap: 5.02 eV
* total charge: +1
* E: -113481.129 eV
* E_HOMO: -10.7 eV
* spin multiplicity: 1

---

> Look up the spin multiplicity of the first one.

1